1.
Here is a 9-piece molecular cluster, C54H135N9 overall in a non-equilibrium geometry from the Open Molecules 2025 dataset. Energies are from ωB97M-V/def2-TZVPD.

```
198
Properties=species:S:1:pos:R:3:lowdin_charge:R:1
C -1.479 6.566 2.950 -0.09
C -2.319 5.419 2.437 -0.29
N -3.244 4.864 3.414 -0.18
C -2.538 4.074 4.458 -0.27
C -3.345 3.673 5.671 -0.10
C -4.157 3.946 2.716 -0.26
C -5.248 4.612 1.866 -0.09
H -0.945 7.026 2.119 0.07
H -0.731 6.128 3.611 0.06
H -2.116 7.331 3.395 0.08
H -2.903 5.795 1.596 0.11
H -1.668 4.629 2.064 0.11
H -2.046 3.213 4.006 0.11
H -1.693 4.642 4.846 0.10
H -4.010 4.448 6.052 0.08
H -3.971 2.833 5.370 0.06
H -2.744 3.358 6.524 0.07
H -4.796 3.482 3.468 0.10
H -3.544 3.189 2.227 0.11
H -5.600 5.521 2.354 0.08
H -6.114 3.975 1.685 0.07
H -4.956 4.836 0.840 0.06
C 7.682 -5.466 2.922 -0.09
C 7.505 -3.993 2.566 -0.25
N 6.672 -3.795 1.346 -0.18
C 6.545 -2.385 1.079 -0.30
C 6.382 -2.024 -0.374 -0.10
C 5.381 -4.472 1.373 -0.25
C 4.453 -4.304 2.599 -0.08
H 8.419 -5.506 3.725 0.07
H 8.142 -5.996 2.089 0.08
H 6.755 -5.926 3.262 0.06
H 7.053 -3.517 3.437 0.11
H 8.483 -3.529 2.436 0.11
H 5.700 -1.933 1.600 0.11
H 7.459 -1.859 1.355 0.11
H 5.423 -2.307 -0.808 0.06
H 6.420 -0.940 -0.473 0.07
H 7.216 -2.489 -0.901 0.08
H 5.535 -5.536 1.191 0.11
H 4.797 -4.104 0.530 0.10
H 3.461 -4.691 2.365 0.07
H 4.369 -3.302 3.017 0.07
H 4.907 -4.895 3.394 0.05
C -1.112 -0.911 1.043 -0.07
C 0.179 -0.348 0.408 -0.29
N 0.148 1.003 -0.140 -0.16
C 1.587 1.435 -0.242 -0.25
C 2.029 2.035 1.092 -0.10
C -0.460 1.105 -1.482 -0.24
C -0.877 2.577 -1.904 -0.08
H -1.634 -0.079 1.516 0.07
H -0.788 -1.655 1.771 0.07
H -1.707 -1.356 0.246 0.06
H 1.021 -0.406 1.098 0.09
H 0.523 -1.041 -0.359 0.11
H 2.270 0.594 -0.357 0.10
H 1.756 2.140 -1.056 0.11
H 1.447 2.907 1.392 0.06
H 1.976 1.325 1.918 0.06
H 3.014 2.495 1.012 0.07
H -1.369 0.507 -1.535 0.10
H 0.176 0.847 -2.329 0.10
H -1.289 2.644 -2.910 0.06
H -0.075 3.316 -1.899 0.05
H -1.639 2.927 -1.207 0.06
C -7.777 -5.554 7.074 -0.08
C -6.796 -5.446 5.891 -0.29
N -5.371 -5.513 6.155 -0.17
C -4.669 -5.587 4.861 -0.27
C -3.290 -6.209 5.104 -0.08
C -4.893 -4.448 7.025 -0.26
C -5.039 -2.984 6.563 -0.08
H -7.651 -4.635 7.646 0.06
H -7.603 -6.475 7.631 0.07
H -8.836 -5.670 6.845 0.07
H -7.082 -6.333 5.325 0.10
H -7.082 -4.646 5.208 0.11
H -4.573 -4.658 4.299 0.10
H -5.254 -6.213 4.187 0.11
H -2.830 -6.341 4.125 0.07
H -3.459 -7.143 5.640 0.08
H -2.734 -5.466 5.676 0.06
H -5.321 -4.594 8.016 0.10
H -3.823 -4.544 7.209 0.10
H -6.011 -2.648 6.204 0.07
H -4.551 -2.277 7.234 0.07
H -4.388 -3.027 5.690 0.05
C 0.883 -6.732 -2.396 -0.08
C 0.464 -5.625 -3.386 -0.26
N 1.235 -5.700 -4.631 -0.19
C 1.061 -4.426 -5.373 -0.28
C 1.919 -3.258 -4.915 -0.08
C 0.930 -6.855 -5.486 -0.24
C 2.022 -6.953 -6.621 -0.07
H 0.558 -7.718 -2.727 0.06
H 0.421 -6.499 -1.437 0.06
H 1.957 -6.727 -2.206 0.08
H -0.589 -5.586 -3.663 0.11
H 0.602 -4.643 -2.934 0.10
H 1.147 -4.499 -6.457 0.10
H 0.021 -4.103 -5.349 0.10
H 1.737 -3.059 -3.859 0.06
H 2.974 -3.503 -5.029 0.07
H 1.694 -2.390 -5.534 0.07
H -0.087 -6.848 -5.878 0.11
H 0.992 -7.741 -4.854 0.09
H 1.844 -6.201 -7.389 0.05
H 1.899 -7.933 -7.083 0.06
H 3.016 -6.891 -6.178 0.07
C -6.460 -3.152 -2.653 -0.08
C -5.591 -2.331 -3.659 -0.29
N -6.326 -1.656 -4.703 -0.17
C -7.306 -0.659 -4.151 -0.23
C -6.658 0.436 -3.294 -0.09
C -5.450 -1.201 -5.835 -0.27
C -6.274 -0.599 -6.895 -0.12
H -7.215 -3.695 -3.222 0.07
H -6.991 -2.469 -1.991 0.05
H -5.879 -3.730 -1.934 0.07
H -4.925 -1.723 -3.047 0.10
H -4.938 -3.040 -4.169 0.11
H -7.956 -0.188 -4.888 0.10
H -8.008 -1.235 -3.548 0.10
H -6.086 0.015 -2.467 0.06
H -5.905 0.981 -3.864 0.07
H -7.373 1.128 -2.848 0.07
H -4.934 -2.067 -6.251 0.11
H -4.627 -0.573 -5.494 0.11
H -5.667 -0.521 -7.796 0.07
H -6.520 0.422 -6.600 0.07
H -7.166 -1.171 -7.148 0.09
C 5.674 -1.250 8.374 -0.08
C 4.485 -1.955 9.032 -0.24
N 3.469 -1.055 9.641 -0.18
C 2.808 -0.151 8.699 -0.27
C 1.908 -0.804 7.618 -0.09
C 3.980 -0.321 10.822 -0.26
C 4.695 -1.199 11.848 -0.10
H 6.490 -1.959 8.239 0.07
H 6.096 -0.511 9.055 0.06
H 5.464 -0.769 7.418 0.07
H 3.958 -2.592 8.321 0.10
H 4.766 -2.666 9.808 0.10
H 2.129 0.536 9.204 0.11
H 3.514 0.494 8.175 0.10
H 1.230 -0.136 7.087 0.07
H 2.476 -1.401 6.905 0.06
H 1.243 -1.544 8.063 0.07
H 3.123 0.166 11.286 0.11
H 4.665 0.478 10.537 0.10
H 4.900 -0.600 12.735 0.07
H 5.638 -1.653 11.543 0.06
H 4.082 -2.037 12.179 0.08
C -3.595 5.652 -6.868 -0.09
C -2.948 4.730 -7.881 -0.26
N -1.476 4.849 -7.858 -0.18
C -0.930 6.232 -8.033 -0.21
C -1.441 6.772 -9.402 -0.09
C -0.833 3.817 -8.655 -0.31
C -0.884 2.460 -8.026 -0.10
H -3.330 6.696 -7.032 0.06
H -3.275 5.423 -5.852 0.08
H -4.678 5.559 -6.950 0.07
H -3.294 3.750 -7.552 0.10
H -3.274 4.842 -8.915 0.11
H 0.156 6.282 -7.951 0.11
H -1.189 6.876 -7.192 0.09
H -1.041 6.163 -10.212 0.07
H -1.128 7.801 -9.580 0.06
H -2.524 6.831 -9.505 0.06
H -1.294 3.738 -9.640 0.10
H 0.199 3.997 -8.953 0.12
H -0.477 2.563 -7.020 0.08
H -1.929 2.158 -8.085 0.06
H -0.365 1.706 -8.619 0.07
C 2.963 7.090 -2.263 -0.07
C 3.966 6.506 -3.287 -0.27
N 4.857 5.441 -2.873 -0.19
C 5.770 5.734 -1.746 -0.23
C 6.648 6.996 -1.991 -0.09
C 5.658 4.864 -4.010 -0.23
C 4.819 4.248 -5.166 -0.09
H 3.552 7.677 -1.558 0.06
H 2.561 6.271 -1.667 0.07
H 2.210 7.731 -2.722 0.07
H 3.397 6.151 -4.147 0.10
H 4.629 7.299 -3.631 0.10
H 5.173 5.898 -0.849 0.10
H 6.459 4.920 -1.522 0.10
H 7.254 6.928 -2.894 0.06
H 6.063 7.911 -2.081 0.06
H 7.328 7.064 -1.141 0.07
H 6.248 4.052 -3.585 0.11
H 6.340 5.610 -4.417 0.10
H 4.040 3.539 -4.885 0.07
H 5.432 3.781 -5.937 0.07
H 4.210 4.999 -5.671 0.05
```

Calculated values
SMILES: CCN(CC)CC.CCN(CC)CC.CCN(CC)CC.CCN(CC)CC.CCN(CC)CC.CCN(CC)CC.CCN(CC)CC.CCN(CC)CC.CCN(CC)CC
total energy: -2630.98708 Ha
net charge: 0
energy above the lowest of the compared OMol25 structures with the same formula, charge and spin: 3.700 eV
E_HOMO: -0.2996 Eh
largest force on an atom: 2.3 eV/A
frontier orbital gap: 0.3071 hartree

=====

2.
Here is a 13-piece molecular cluster, C54H137N19O18 overall in a non-equilibrium geometry from the Open Molecules 2025 dataset. Energies are from ωB97M-V/def2-TZVPD.

```
228
Properties=species:S:1:pos:R:3:lowdin_charge:R:1
C 9.271 -15.619 19.629 -0.15
O 8.101 -16.332 19.462 -0.18
C 7.410 -16.082 18.241 -0.21
C 6.293 -17.093 17.890 -0.21
N 6.888 -18.392 17.609 -0.06
C 5.909 -19.211 16.849 -0.20
C 6.497 -20.573 16.413 -0.21
O 7.544 -20.559 15.412 -0.18
C 7.793 -21.844 14.863 -0.12
H 9.881 -15.977 20.460 0.08
H 9.212 -14.601 20.013 0.08
H 9.848 -15.566 18.706 0.09
H 8.121 -15.942 17.427 0.12
H 6.883 -15.134 18.346 0.12
H 5.819 -16.681 17.000 0.11
H 5.460 -16.994 18.586 0.12
H 7.686 -18.387 16.990 0.11
H 5.552 -18.657 15.981 0.11
H 5.044 -19.337 17.500 0.12
H 5.593 -21.100 16.107 0.11
H 6.779 -21.105 17.322 0.12
H 8.122 -22.479 15.686 0.08
H 8.521 -21.695 14.066 0.08
H 6.984 -22.409 14.401 0.08
C 15.792 -23.082 13.609 -0.16
O 16.447 -22.121 12.881 -0.24
C 16.724 -20.773 13.461 -0.13
C 17.636 -20.010 12.408 -0.15
N 19.117 -20.247 12.535 -0.06
C 19.477 -21.671 12.449 -0.23
C 20.935 -21.943 12.841 -0.17
O 21.358 -21.341 14.118 -0.20
C 20.712 -21.766 15.320 -0.11
H 16.104 -23.259 14.638 0.09
H 15.779 -23.959 12.962 0.09
H 14.749 -22.768 13.656 0.08
H 17.059 -20.806 14.498 0.11
H 15.726 -20.348 13.564 0.11
H 17.370 -18.954 12.359 0.11
H 17.493 -20.411 11.405 0.11
H 19.334 -20.010 13.492 0.08
H 19.408 -21.978 11.406 0.12
H 18.838 -22.263 13.105 0.10
H 21.574 -21.718 11.987 0.12
H 20.984 -23.028 12.926 0.11
H 21.418 -21.572 16.127 0.09
H 20.435 -22.820 15.326 0.09
H 19.812 -21.176 15.496 0.07
C 20.445 -17.095 17.460 -0.14
O 19.354 -17.550 18.198 -0.19
C 19.635 -17.384 19.624 -0.19
C 18.597 -18.158 20.453 -0.26
N 17.306 -17.605 20.361 -0.06
C 16.223 -18.528 20.844 -0.15
C 15.693 -19.350 19.612 -0.23
O 15.447 -18.430 18.597 -0.23
C 14.077 -18.120 18.387 -0.07
H 21.304 -17.693 17.764 0.08
H 20.731 -16.071 17.699 0.09
H 20.327 -17.335 16.403 0.09
H 19.528 -16.309 19.776 0.12
H 20.626 -17.552 20.044 0.12
H 18.891 -18.057 21.498 0.12
H 18.661 -19.205 20.156 0.12
H 17.139 -17.460 19.376 0.09
H 15.408 -18.022 21.360 0.10
H 16.532 -19.273 21.577 0.11
H 14.743 -19.787 19.919 0.10
H 16.198 -20.267 19.310 0.12
H 13.675 -17.942 19.384 0.09
H 13.610 -19.007 17.958 0.09
H 14.045 -17.322 17.645 0.09
C 1.695 -17.062 12.114 -0.04
O 1.002 -15.959 12.908 -0.23
C 0.806 -14.776 12.154 -0.21
C 0.134 -13.604 13.031 -0.17
N 0.951 -13.259 14.183 -0.07
C 0.405 -12.150 15.031 -0.19
C 0.545 -10.684 14.526 -0.15
O -0.376 -10.492 13.362 -0.22
C 0.060 -9.559 12.401 -0.14
H 1.481 -17.987 12.649 0.07
H 2.768 -16.892 12.024 0.08
H 1.210 -17.187 11.146 0.08
H 0.237 -15.050 11.265 0.10
H 1.801 -14.561 11.765 0.10
H -0.853 -13.888 13.397 0.11
H -0.054 -12.712 12.433 0.10
H 0.941 -13.985 14.885 0.10
H 1.022 -12.122 15.928 0.11
H -0.583 -12.372 15.434 0.12
H 1.559 -10.326 14.348 0.11
H 0.150 -10.030 15.303 0.11
H 1.107 -9.528 12.097 0.08
H -0.310 -8.589 12.733 0.08
H -0.624 -9.666 11.559 0.08
C 6.119 -6.796 23.140 -0.09
O 4.716 -7.062 23.016 -0.17
C 4.332 -7.988 22.006 -0.22
C 4.803 -9.447 22.252 -0.21
N 4.225 -9.930 23.528 -0.04
C 5.097 -10.919 24.139 -0.22
C 6.197 -10.200 24.878 -0.23
O 5.619 -9.350 25.887 -0.19
C 6.533 -8.937 26.923 -0.10
H 6.252 -6.413 24.152 0.09
H 6.485 -6.089 22.396 0.09
H 6.805 -7.639 23.067 0.07
H 4.650 -7.784 20.984 0.11
H 3.255 -7.943 21.847 0.12
H 5.890 -9.420 22.181 0.10
H 4.462 -10.090 21.440 0.11
H 4.262 -9.114 24.121 0.08
H 5.492 -11.694 23.482 0.12
H 4.575 -11.504 24.896 0.11
H 6.911 -9.631 24.282 0.11
H 6.801 -10.992 25.320 0.12
H 6.076 -8.039 27.338 0.09
H 7.480 -8.528 26.570 0.08
H 6.896 -9.656 27.657 0.08
C 18.388 -11.449 24.976 -0.04
C 17.985 -10.281 24.083 -0.53
C 19.228 -9.436 23.803 -0.13
C 19.062 -8.300 22.737 -0.15
C 18.696 -9.048 21.461 -0.13
C 17.359 -9.903 21.575 -0.50
N 17.531 -10.785 22.773 -0.14
O 16.580 -11.732 22.872 -0.01
C 16.195 -8.947 21.683 -0.04
C 17.198 -10.746 20.335 -0.04
C 16.954 -9.519 24.844 -0.05
H 17.794 -12.358 24.883 0.08
H 18.385 -11.387 26.064 0.09
H 19.370 -11.790 24.646 0.08
H 19.470 -8.946 24.746 0.12
H 20.033 -10.129 23.559 0.11
H 19.991 -7.734 22.671 0.11
H 18.255 -7.636 23.047 0.10
H 19.436 -9.799 21.186 0.11
H 18.632 -8.349 20.627 0.11
H 16.336 -8.327 22.568 0.05
H 16.202 -8.222 20.869 0.09
H 15.219 -9.430 21.720 0.09
H 16.320 -11.391 20.359 0.08
H 17.219 -10.115 19.446 0.09
H 18.041 -11.432 20.259 0.08
H 16.004 -10.047 24.927 0.10
H 16.767 -8.491 24.532 0.07
H 17.416 -9.324 25.812 0.08
H 17.048 -12.558 22.728 0.11
C -2.525 -28.668 21.197 -0.04
C -1.173 -27.898 21.184 -0.48
C -0.021 -28.862 21.184 -0.18
C 0.300 -29.477 19.848 -0.17
C 0.526 -28.336 18.833 -0.15
C -0.536 -27.258 18.724 -0.47
N -0.991 -26.880 20.080 -0.09
O -2.048 -25.973 20.094 -0.02
C 0.120 -25.943 18.104 -0.03
C -1.588 -27.854 17.678 -0.02
C -1.131 -27.222 22.580 -0.05
H -3.320 -27.951 20.994 0.08
H -2.764 -29.284 22.064 0.08
H -2.692 -29.364 20.375 0.06
H 0.894 -28.354 21.489 0.12
H -0.194 -29.644 21.924 0.13
H -0.588 -30.036 19.554 0.10
H 1.066 -30.242 19.972 0.11
H 0.549 -28.877 17.887 0.11
H 1.501 -27.859 18.929 0.12
H -0.719 -25.290 17.865 0.07
H 0.682 -25.448 18.897 0.08
H 0.650 -26.039 17.156 0.08
H -1.950 -28.781 18.124 0.07
H -2.377 -27.129 17.478 0.07
H -1.068 -27.954 16.725 0.08
H -1.838 -26.398 22.681 0.08
H -0.162 -26.743 22.726 0.08
H -1.104 -27.842 23.475 0.09
H -1.801 -25.316 20.749 0.10
C 6.674 -25.734 7.096 -0.78
O 5.595 -25.676 6.451 -0.02
N 7.556 -24.820 7.039 0.17
N 6.943 -26.754 7.851 0.16
H 7.259 -23.952 6.617 0.13
H 8.426 -24.812 7.552 0.12
H 7.847 -26.869 8.288 0.11
H 6.337 -27.557 7.948 0.12
C 5.367 -12.322 12.140 -0.89
O 6.350 -12.358 11.430 0.02
N 4.310 -11.670 11.888 0.19
N 5.298 -13.141 13.068 0.19
H 3.576 -12.008 12.494 0.10
H 4.252 -11.310 10.947 0.13
H 4.350 -13.201 13.412 0.11
H 6.016 -13.836 13.216 0.14
C -0.911 -12.387 21.903 -0.83
O -1.968 -12.665 21.368 0.02
N 0.222 -13.012 21.830 0.17
N -0.894 -11.410 22.732 0.15
H 1.040 -12.537 22.185 0.11
H 0.174 -13.773 21.168 0.12
H -1.769 -10.936 22.906 0.12
H -0.088 -11.135 23.275 0.11
C 9.455 -17.137 11.643 -0.82
O 9.168 -16.908 12.785 0.05
N 9.483 -18.280 11.054 0.16
N 9.736 -16.189 10.778 0.15
H 9.890 -18.411 10.139 0.12
H 9.169 -19.066 11.604 0.12
H 9.627 -16.369 9.790 0.10
H 9.400 -15.304 11.132 0.12
C 8.560 -20.522 23.296 -0.79
O 8.685 -21.440 24.100 0.01
N 8.884 -19.289 23.590 0.16
N 8.222 -20.733 22.056 0.16
H 9.072 -19.146 24.572 0.12
H 8.809 -18.485 22.983 0.11
H 7.828 -21.663 22.058 0.12
H 7.911 -20.007 21.426 0.11
C -1.383 -17.521 17.447 -0.77
O -0.329 -16.953 17.671 0.03
N -2.493 -17.321 18.100 0.15
N -1.615 -18.332 16.419 0.15
H -2.393 -16.541 18.734 0.12
H -3.388 -17.692 17.816 0.11
H -2.535 -18.713 16.246 0.10
H -0.891 -18.513 15.738 0.11
```

Calculated values
total energy: -4533.90954 Ha
net charge: 0
energy above the lowest of the compared OMol25 structures with the same formula, charge and spin: 5.717 eV
E_HOMO: -0.2948 Eh
largest force on an atom: 8.5 eV/A
frontier orbital gap: 0.3027 hartree

=====

Which of these has the highest E_HOMO?
C54H137N19O18